# 1
9
Properties=species:S:1:pos:R:3:nbo_charge:R:1 method="wB97M-V/def2-TZVPD" de_lowest_ev=4.1143 largest_force_ha_per_bohr=0.09726 gap_ev=8.14 total_energy_ha=-743.615494
C -0.058 -0.145 1.559 -0.11
C 1.058 0.098 0.806 -0.14
C -0.527 0.228 -0.347 0.28
C -0.642 0.144 -1.756 0.32
N -1.184 -0.029 0.677 -0.39
O -0.428 0.948 -2.632 -0.44
Cl 2.677 0.010 1.008 0.14
H -0.085 -0.353 2.641 0.21
H -0.812 -0.901 -1.957 0.13

---

# 2
10
Properties=species:S:1:pos:R:3:nbo_charge:R:1 method="wB97M-V/def2-TZVPD" de_lowest_ev=2.2089 largest_force_ha_per_bohr=0.06290 gap_ev=8.88 total_energy_ha=-1141.918233
N 0.122 2.661 -0.143 -0.25
C 0.216 1.505 -0.074 0.20
C 0.442 0.042 0.011 0.15
C 1.735 -0.355 0.043 -0.19
Cl 2.128 -2.016 -0.086 0.05
O -0.534 -0.884 -0.007 -0.44
C -1.783 -0.412 0.107 0.01
S -3.030 -1.468 -0.101 0.02
H 2.608 0.214 0.009 0.24
H -1.904 0.711 0.241 0.21

---

HOMO energy in Ha, matching the order above: -0.339, -0.349